Record 1
Formula: C23H27BeN5OS3
Source: the Open Molecules 2025 dataset
Level of theory: ωB97M-V/def2-TZVPD

Each line ends with the Löwdin charge.
Geometry (Å):
S  -2.42482  2.67164  -0.50440  0.707
S  0.62676  2.70497  -1.43637  0.677
S  0.79069  0.44559  2.17417  0.885
O  1.80268  -0.37966  1.45971  -0.555
N  -1.00019  0.06836  -2.01219  0.027
N  -1.88757  -4.23307  -3.71663  -0.060
N  -1.61499  -1.90126  -2.82013  0.033
N  -2.21704  -4.71323  -4.98090  0.064
N  -1.74680  -5.93745  -5.14887  0.086
C  4.23892  4.42721  4.99670  -0.081
C  -2.44649  -2.94851  -3.37880  -0.088
C  0.34457  -0.54994  3.64332  -0.246
C  3.34812  3.50152  4.35317  -0.307
C  -1.20451  -6.30985  -3.95416  -0.270
C  -0.06052  3.99185  -0.50768  -0.771
C  2.00079  3.81415  4.09734  0.001
C  -3.32485  -0.09692  -2.67366  0.011
C  0.71752  5.29371  -0.33902  -0.134
C  -1.98764  -0.66071  -2.49572  -0.347
C  -0.94512  -5.34146  -1.67095  -0.009
C  -0.48586  -6.58732  -1.26190  -0.057
C  1.77680  1.62220  3.04569  -0.421
C  0.17393  -0.75714  -2.17672  -0.044
C  -1.40248  3.90090  0.01002  -0.817
C  -0.16327  -1.93026  -2.66585  0.001
C  -1.21886  -5.24626  -3.03302  -0.171
C  -0.66373  -7.53668  -3.58202  -0.002
C  -0.31002  -7.60624  -2.23000  -0.080
C  -1.96232  4.94116  0.91543  -0.154
C  1.20824  2.82224  3.40691  -0.066
C  3.92209  2.26549  3.95060  -0.037
C  3.15938  1.33548  3.28412  -0.054
Be  -1.05950  1.61015  -1.47196  -0.195
H  -2.98939  4.76876  1.17540  0.048
H  -3.22612  -3.18129  -2.67351  0.133
H  4.54793  5.22084  4.26156  0.108
H  1.29049  5.17771  0.62447  0.086
H  0.25440  3.07686  2.97141  0.095
H  0.42219  -2.78812  -2.96329  0.125
H  3.49812  0.34774  2.93006  0.114
H  -0.18118  -6.81868  -0.29258  0.086
H  -1.49057  5.03234  1.93013  0.087
H  -4.17584  -0.75111  -2.39064  0.106
H  4.95517  1.99748  4.23741  0.119
H  1.20063  -0.59923  4.36942  0.067
H  -0.93853  -4.46290  -1.03610  0.112
H  -0.44435  -8.38697  -4.28545  0.136
H  -0.51432  -0.08549  4.15104  0.049
H  -3.42705  0.15384  -3.71605  0.097
H  0.04830  6.18456  -0.44469  0.078
H  5.17225  3.87876  5.17824  0.076
H  1.08844  -0.40698  -1.78113  0.104
H  -3.01107  -2.67768  -4.33282  0.161
H  -3.35975  0.87289  -2.11723  0.032
H  0.12141  -1.60477  3.29080  0.067
H  1.45816  5.33342  -1.14203  0.051
H  -1.86191  5.87746  0.39002  0.060
H  1.59095  4.73178  4.42914  0.097
H  0.14939  -8.51780  -1.91802  0.092
H  3.83829  4.94593  5.87821  0.091

Output
**Orbital gap**: 5.97 eV
**E_tot**: -2450.96064 hartree
**Total charge**: 0
**Energy relative to the best compared isomer or geometry (same formula, charge and spin)**: 145.2 kJ/mol

=====

Record 2
Formula: C6H26NO8
Source: the Open Molecules 2025 dataset
Level of theory: ωB97M-V/def2-TZVPD

Each line ends with the Löwdin charge.
Geometry (Å):
O  1.40550  -2.06317  3.19215  -0.105
O  3.35054  -0.91031  -0.89736  -0.112
O  1.35587  -0.74273  0.88238  -0.257
O  0.67270  0.35622  -1.32192  -0.295
O  0.71440  -2.53630  -2.02121  -0.108
O  2.25531  -0.67170  -3.15794  -0.087
O  2.98165  1.05688  1.90085  -0.110
O  -2.67352  -1.18651  -3.06355  0.026
N  -2.34173  1.87562  -1.86585  0.036
C  -1.57330  1.04643  -0.89562  -0.352
C  -1.83336  0.57729  1.67762  -0.367
C  -1.15948  1.28484  2.92875  -0.066
C  -0.07211  1.46266  -0.97416  -0.257
C  -1.98668  1.48098  0.52800  -0.188
C  -2.22136  -0.71391  1.77969  0.038
H  -0.63149  0.54757  3.72634  0.119
H  -1.39149  2.38855  0.75156  0.104
H  -0.32114  1.87853  2.62608  0.038
H  3.91976  0.83604  2.08732  0.039
H  -3.14944  1.62964  0.51708  0.153
H  -2.64301  -1.96666  -2.63920  -0.023
H  2.90900  0.04108  -0.93973  0.110
H  0.27841  1.79552  0.02074  0.104
H  -2.04417  -1.20677  2.70577  0.040
H  0.11792  2.16978  -2.00006  0.171
H  -1.84079  1.83552  -2.71137  0.028
H  1.35084  -2.84628  2.60799  0.040
H  -3.19315  1.41337  -2.14810  0.057
H  2.55099  0.27692  1.49313  -0.046
H  0.91651  -0.30114  -0.23606  0.085
H  1.84713  -0.04009  -2.53507  0.000
H  -1.83482  0.00232  -0.92834  0.111
H  0.67290  -0.32245  1.33336  -0.046
H  1.29220  -1.97047  -2.64711  0.021
H  2.93365  -1.35979  -0.15461  0.018
H  -2.42957  -1.42827  1.01498  0.048
H  2.87022  -1.15396  -2.65027  -0.020
H  1.93529  -1.38464  2.71971  0.009
H  0.83312  -2.25456  -1.12868  -0.028
H  -1.84098  -0.83602  -2.96040  -0.015
H  -1.98233  1.94001  3.38309  0.088

Output
**Orbital gap**: 8.85 eV
**E_tot**: -900.83512 hartree
**Total charge**: -1
**Energy relative to the best compared isomer or geometry (same formula, charge and spin)**: 241.0 kJ/mol

=====

Record 3
Formula: H3N2O2
Source: the Open Molecules 2025 dataset
Level of theory: ωB97M-V/def2-TZVPD

Each line ends with the Löwdin charge.
Geometry (Å):
O  -0.39652  1.65609  -0.91654  -0.463
O  0.52100  -0.41844  1.30309  -0.323
N  -1.12056  0.55646  -0.57070  -0.170
N  0.48597  1.67487  -1.72954  -0.084
H  -0.25994  0.08594  0.64750  -0.001
H  -0.82944  -0.29237  -1.18353  0.021
H  0.30313  -1.43082  1.21573  0.020

Output
**Orbital gap**: 7.52 eV
**E_tot**: -261.60820 hartree
**Total charge**: -1
**Energy relative to the best compared isomer or geometry (same formula, charge and spin)**: 64.6 kJ/mol

=====

no.,HOMO (eV)
1,-6.22
2,-5.72
3,-2.60